Molecular formula: C20H23BBr2N2O8
Method: DFT, ωB97M-V/def2-TZVPD

Properties
HOMO level   -8.722 eV
SMILES   CCOC(=O)CCCc1ccc(OB(O)O)c2nc(/C(Br)=C(\C)Br)cnc12.O=C1OCCO1
LUMO energy   -1.003 eV
Energy relative to the best compared isomer or geometry (same formula, charge and spin)   0.0 kJ/mol
Gap between HOMO and LUMO   7.72 eV

Each line ends with the Mulliken charge.
Positions of all 56 atoms, in Å:
C -2.251 6.032 -1.888  -0.998
C -2.219 5.518 -0.371  -0.189
O -0.936 4.862 -0.190  -0.317
C -1.072 3.748 0.644  0.240
O -0.600 3.753 1.757  -0.554
C -1.791 2.404 0.183  -0.142
C -1.859 2.284 -1.390  0.124
C -2.733 1.065 -1.934  -1.229
C -2.943 0.035 -0.776  0.614
C -4.242 -0.019 -0.131  -0.498
C -4.448 -0.969 1.009  -0.520
C -3.319 -1.815 1.432  0.430
O -3.581 -2.653 2.540  -0.601
B -3.648 -1.722 3.632  0.680
O -4.881 -1.241 4.167  -0.581
O -2.429 -1.229 4.177  -0.534
C -1.989 -1.781 0.736  0.203
N -0.991 -2.618 1.215  -0.465
C 0.163 -2.506 0.509  0.743
C 1.332 -3.440 0.939  -0.285
Br 0.847 -5.317 1.240  -0.143
C 2.625 -3.030 1.121  0.483
C 3.079 -1.555 0.872  -1.117
Br 3.928 -4.362 1.723  -0.153
C 0.323 -1.576 -0.650  -0.577
N -0.609 -0.710 -1.126  -0.350
C -1.779 -0.850 -0.388  0.283
H -3.120 5.548 -2.414  0.271
H -1.281 5.726 -2.373  0.273
H -2.310 7.159 -1.937  0.304
H -2.290 6.440 0.276  0.351
H -3.066 4.807 -0.159  0.240
H -1.216 1.582 0.685  0.175
H -2.842 2.398 0.605  0.188
H -2.293 3.247 -1.774  -0.035
H -0.820 2.191 -1.815  0.281
H -3.757 1.459 -2.209  0.362
H -2.290 0.623 -2.863  0.334
H -5.053 0.653 -0.509  0.301
H -5.429 -1.042 1.531  0.575
H -4.865 -0.284 3.960  0.304
H -2.533 -0.256 4.144  0.280
H 3.186 -1.333 -0.224  0.223
H 4.088 -1.417 1.353  0.337
H 2.361 -0.816 1.325  0.373
H 1.314 -1.589 -1.180  0.302
O 6.451 -1.298 0.676  -0.530
C 6.617 -1.939 -0.313  0.689
O 6.235 -1.545 -1.559  -0.331
C 6.805 -2.463 -2.486  -0.309
C 7.017 -3.694 -1.651  -0.302
O 7.212 -3.161 -0.345  -0.297
H 6.131 -2.637 -3.324  0.286
H 7.742 -2.047 -2.865  0.270
H 6.142 -4.349 -1.639  0.247
H 7.886 -4.270 -1.968  0.293